# 1
The following is a quantum chemistry calculation of a structure of composition C37H17F4I2N8O3ReS, from the OMol25 dataset.

The geometry in ORCA input format:
```
! wB97M-V def2-TZVPD RIJCOSX def2/J DEFGRID3
* xyz 1 4
Re 1.45513 0.82341 0.49200
O 0.89541 2.18691 2.02968
N -0.29999 2.18757 2.45423
N -1.05414 1.49223 1.71861
O -0.56019 0.96438 0.59744
C -2.46444 1.41505 1.91622
C -4.40498 1.37491 2.24293
C -5.41640 2.45137 2.15055
C -5.79190 2.95586 0.91877
C -5.15394 2.66610 -0.27606
C -3.89185 1.90202 -0.28901
H -4.81653 0.44318 2.63724
H -5.92991 2.75721 3.05129
H -6.64373 3.62375 0.88454
H -5.52918 3.06084 -1.20936
H -3.06341 2.33928 -0.83460
C 1.15677 -4.29642 -0.51210
C 1.02177 -3.05594 -1.41214
C 0.52187 -3.51888 -2.79407
C 0.04232 -2.78282 -3.80163
C -0.07136 -1.33905 -3.76679
C -0.57356 -0.49352 -4.69336
C -0.54051 0.98699 -4.64365
C -0.27769 1.92250 -3.68766
C 0.04081 1.63489 -2.29361
S 1.17174 2.42317 -1.39791
C 0.52504 -0.55667 -2.66239
N 0.34246 -0.66164 -1.23970
H 1.98076 -4.89849 -0.89568
H 0.25669 -4.90521 -0.51656
H 1.38939 -4.00491 0.51142
H 0.59723 -4.59012 -2.94425
H -0.27694 -3.28106 -4.70887
H -0.95577 -0.90090 -5.62163
H -0.72588 1.41696 -5.62209
H -0.22359 2.95947 -3.99365
I 1.29845 -2.55133 4.44805
C 2.63949 -1.03306 4.01810
C 3.73322 -0.78159 4.87105
C 4.63930 0.20952 4.60832
I 6.22801 0.50185 5.92218
C 4.48478 1.01947 3.45206
C 5.33572 2.07574 3.06542
C 5.07851 2.79864 1.92934
C 3.96259 2.48226 1.15275
N 3.15150 1.49637 1.48197
C 3.38637 0.75350 2.61278
C 2.45309 -0.28219 2.88088
O 1.45032 -0.46752 2.02967
H 3.84889 -1.39619 5.75330
H 6.19578 2.31071 3.67849
H 5.72074 3.61087 1.62332
H 3.72300 3.03137 0.25226
F 1.71190 -0.02267 -3.03804
C -0.50534 0.29991 -1.95844
C -1.97124 0.13163 -1.88035
F -2.67295 0.93360 -2.68768
C -2.64148 -0.36156 -0.76914
C -2.18656 -1.38665 0.03542
C -1.08649 -2.28462 -0.16943
F -1.31794 -3.50096 0.33417
C 0.02712 -2.01746 -0.86111
C 2.42950 -2.44772 -1.61774
C 2.78252 -1.37669 -0.90262
N 2.81036 -0.34309 -0.32410
C 3.28544 -2.98875 -2.60770
N 3.94426 -3.45857 -3.42740
F -2.90054 -1.65458 1.12953
C -3.85404 0.36219 -0.25476
C -3.57670 1.19597 0.97487
N -3.09967 1.66618 2.98450
C -5.11587 -0.33888 -0.26520
N -6.12359 -0.88813 -0.26278
*
```

Its orbital gap (spin up / spin down) is 5.4148 / 5.3044 eV. For the max |F|, the calculation gives 0.66 eV Å⁻¹. The LUMO energy (spin up / spin down) comes out at -5.151 / -5.328 eV.

Atom charges from the Löwdin analysis, given in e for atoms 1 to 2: number 1, Re, carries 1.481; number 2, O, carries -0.187

=====

# 2
The following is a quantum chemistry calculation of a structure of composition C37H20Br5CuF4NO2P at a distorted geometry, from the OMol25 dataset.

The geometry in ORCA input format:
```
! wB97M-V def2-TZVPD RIJCOSX def2/J DEFGRID3
* xyz -1 2
Cu -0.67230 -0.89583 0.59103
Br 0.59865 -5.46733 5.46307
C -0.16257 -4.51285 4.03240
C -1.43345 -4.88795 3.58187
Br -2.37346 -6.31598 4.35940
C -2.05898 -4.20985 2.54714
Br -3.72898 -4.60495 1.82533
C -1.40377 -3.12167 1.93790
O -1.92000 -2.41060 0.97770
C -0.06874 -2.74341 2.43754
O 0.51973 -1.73073 1.84990
C 0.53408 -3.45411 3.48716
Br 2.23252 -2.94038 4.08826
F 1.71713 5.09536 4.92785
C 1.58389 4.10375 4.01695
C 2.65151 3.81903 3.14293
F 3.78536 4.55338 3.18852
C 2.52681 2.78542 2.21233
F 3.57831 2.53431 1.41027
C 1.34053 2.04010 2.11823
P 1.16067 0.77020 0.83173
C 2.71988 -0.14979 0.94053
C 3.26257 -0.70288 -0.22609
C 4.51914 -1.27253 -0.18542
C 5.21714 -1.38086 1.00802
C 4.65231 -0.91351 2.17851
C 3.40455 -0.30142 2.14774
C 1.33182 1.80976 -0.63985
C 2.54145 2.08467 -1.27142
C 2.56428 2.92248 -2.37639
C 1.40515 3.51997 -2.84878
C 0.20790 3.30056 -2.17305
C 0.18194 2.49462 -1.03736
C 0.27960 2.33566 2.99753
Br -1.33164 1.36990 2.93605
C 0.41425 3.34799 3.94500
F -0.58878 3.60805 4.80534
H 2.72103 -0.62768 -1.17420
H 4.95320 -1.63019 -1.11961
H 6.21400 -1.83917 1.01971
H 5.17297 -0.99353 3.14568
H 2.96362 0.11161 3.07238
H 3.47193 1.69840 -0.85135
H 3.51766 3.08858 -2.87464
H 1.42674 4.18533 -3.72259
H -0.72254 3.77695 -2.50123
H -0.73433 2.42721 -0.43074
N -1.71502 0.15657 -0.43453
C -2.21968 -0.13181 -1.54327
C -2.03789 -1.48747 -2.16701
C -3.15662 -2.25408 -2.47367
C -3.00016 -3.57455 -2.85332
C -1.72007 -4.10722 -2.99222
C -0.60360 -3.33869 -2.73273
C -0.76268 -2.01949 -2.31751
C -3.09876 0.87755 -2.23065
C -3.74946 1.85159 -1.46618
C -4.55020 2.79981 -2.07450
C -4.64582 2.84148 -3.46995
C -3.95313 1.90877 -4.23847
C -3.21773 0.90633 -3.61855
H -4.14654 -1.76625 -2.44637
H -3.88144 -4.19277 -3.05797
H -1.61286 -5.14974 -3.30669
H 0.40996 -3.75907 -2.84011
H 0.09645 -1.35954 -2.17030
H -3.58666 1.82621 -0.38255
H -5.06777 3.54805 -1.46414
H -5.24711 3.63820 -3.94706
H -3.98081 1.97370 -5.33824
H -2.72517 0.13634 -4.22528
*
```

Its orbital gap (spin up / spin down) is 6.0004 / 5.9648 eV. For the max |F|, the calculation gives 1.81 eV Å⁻¹. The LUMO energy (spin up / spin down) comes out at 1.988 / 1.985 eV.

Atom charges from the Löwdin analysis, given in e for atoms 1 to 2: number 1, Cu, carries 0.423; number 2, Br, carries 0.661

=====

# 3
The following is a quantum chemistry calculation of a structure of composition C37H24BrClIN4O6Ti at a distorted geometry, from the OMol25 dataset.

The geometry in ORCA input format:
```
! wB97M-V def2-TZVPD RIJCOSX def2/J DEFGRID3
* xyz -1 3
Ti 0.20563 0.03744 0.27969
O 3.76615 -4.33886 4.13233
C 4.32211 -3.54624 3.35353
O 5.52218 -3.35323 3.09063
C 3.34142 -2.61698 2.57369
C 1.98193 -2.67077 2.82120
C 1.14487 -1.72638 2.24000
N 1.62840 -0.80209 1.37832
C 2.95197 -0.72759 1.15281
C 3.83027 -1.60950 1.74291
C 3.32598 0.38592 0.27295
C 4.59615 0.53487 -0.25479
C 4.85051 1.61865 -1.08195
C 3.86649 2.56102 -1.28054
C 2.62627 2.35945 -0.67191
N 2.32339 1.26737 0.02836
C -0.22938 -1.43594 2.59547
C -1.06321 -2.23427 3.37157
C -2.24901 -1.71248 3.84390
C -2.53885 -0.36043 3.59337
C -1.69378 0.36194 2.79115
N -0.59642 -0.16272 2.20592
H 1.62160 -3.41934 3.51450
H 4.90223 -1.54179 1.61632
H 5.36203 -0.19225 -0.02917
H 5.81774 1.73230 -1.55427
H 4.01562 3.44131 -1.88806
H 0.87531 3.03240 -0.41507
H -0.76630 -3.24997 3.59742
H -2.92794 -2.31847 4.42898
H -3.42294 0.10549 4.00660
H -1.87377 1.41025 2.59404
O 1.72863 3.33683 -0.78185
Cl -0.94192 1.53472 -1.50095
O -0.92704 2.70104 -2.36205
O -0.56337 1.99674 -0.09136
O 0.20404 0.64428 -1.82460
C 2.01716 -3.40690 -1.78015
C 1.01223 -4.36148 -1.63570
C -0.20609 -3.99954 -1.10458
C -0.41617 -2.68554 -0.65106
C 0.60106 -1.72549 -0.73423
C 1.79606 -2.10906 -1.35380
C -1.70986 -2.21175 -0.17040
C -2.77932 -3.10949 0.02494
C -4.02885 -2.65768 0.29113
C -4.24278 -1.26526 0.37724
C -5.53323 -0.74135 0.58111
C -5.74644 0.60671 0.68790
C -4.64535 1.46694 0.61058
C -3.37763 0.97752 0.40511
C -3.11994 -0.40326 0.25671
N -1.84685 -0.87500 -0.01227
H 2.96996 -3.68547 -2.21528
H 1.17941 -5.38155 -1.95893
H -0.99125 -4.74410 -1.04992
H 2.57840 -1.37201 -1.50739
H -2.59430 -4.17100 -0.04361
H -4.86298 -3.33913 0.40820
H -6.36335 -1.43604 0.64200
H -6.74482 0.99888 0.83291
H -4.77494 2.53582 0.72648
H -2.56887 1.68560 0.38097
Br -5.86754 -1.58604 -3.14901
C -5.33846 0.17291 -3.60220
C -6.33840 1.12289 -3.75630
C -6.01087 2.42625 -4.09015
C -4.68148 2.77874 -4.26570
C -3.68297 1.83059 -4.11244
C -4.00124 0.52042 -3.77791
I -2.44800 -0.87229 -3.56924
H -7.36901 0.82890 -3.61315
H -6.79577 3.16122 -4.21159
H -4.41088 3.79551 -4.51813
H -2.64675 2.11839 -4.22271
*
```

Its orbital gap (spin up / spin down) is 4.5628 / 6.9220 eV. For the max |F|, the calculation gives 1.93 eV Å⁻¹. The LUMO energy (spin up / spin down) comes out at 1.646 / 1.537 eV.

Atom charges from the Löwdin analysis, given in e for atoms 1 to 2: number 1, Ti, carries 0.873; number 2, O, carries -0.048